Record 1
{
  "formula": "H24NeO12",
  "method": "ωB97M-V/def2-TZVPD",
  "elements": ["Ne", "O", "H", "H", "O", "H", "H", "O", "H", "H", "O", "H", "H", "O", "H", "H", "O", "H", "H", "O", "H", "H", "O", "H", "H", "O", "H", "H", "O", "H", "H", "O", "H", "H", "O", "H", "H"],
  "positions_angstrom": [[0.1142, -0.1574, -0.1337], [0.7001, -1.5902, 2.9540], [1.6216, -1.7446, 2.7458], [0.6626, -0.6679, 3.2074], [-2.8579, 1.8595, 0.3538], [-3.2728, 2.1626, -0.4538], [-3.5887, 1.6210, 0.9242], [-0.1508, -1.9483, -2.8383], [-1.1062, -1.9865, -2.7958], [0.1435, -2.4483, -2.0770], [-0.4838, 2.2543, -1.1788], [-1.0862, 1.9476, -0.5011], [-0.7140, 1.7422, -1.9541], [3.0965, -1.1858, -0.1423], [2.3836, -1.8204, -0.2151], [2.7710, -0.4065, -0.5928], [-3.0551, -1.1193, -0.6357], [-3.0218, -1.6487, -1.4325], [-3.2649, -0.2372, -0.9423], [-0.7546, 3.1742, 1.9541], [-1.4587, 2.6190, 1.6190], [-0.0874, 2.5585, 2.2577], [2.2281, 1.2904, -1.1456], [1.3830, 1.7349, -1.0780], [2.8713, 1.9620, -0.9189], [1.9644, 0.9879, -3.9301], [1.9399, 1.1263, -2.9833], [1.8252, 0.0471, -4.0388], [-1.9175, -1.2786, 2.1263], [-2.2234, -1.2445, 1.2200], [-0.9635, -1.3156, 2.0563], [1.0103, 1.1725, 2.8506], [1.7162, 0.7999, 2.3222], [1.4372, 1.4465, 3.6623], [0.9304, -2.9868, -0.2967], [0.0428, -2.8524, 0.0354], [1.1651, -3.8677, -0.0047]],
  "forces_ev_per_angstrom": [[-0.1, -0.2, 0.1], [0.0, -0.6, 0.0], [0.3, -0.2, -0.2], [-0.2, 0.5, 0.2], [0.0, -0.3, -0.2], [-0.1, 0.5, -0.2], [-0.1, -0.2, 0.4], [-0.1, 0.3, -0.3], [-0.1, 0.0, -0.1], [0.4, -0.3, 0.4], [0.4, 0.3, -0.3], [-0.1, 0.0, 0.5], [0.0, -0.1, -0.4], [0.5, -0.2, 0.5], [-0.3, -0.2, 0.0], [-0.1, 0.5, -0.2], [0.1, -0.2, 0.1], [-0.1, -0.3, -0.1], [0.0, 0.3, 0.1], [-0.1, 0.5, 0.0], [-0.3, 0.0, -0.1], [0.3, -0.3, 0.1], [0.5, -0.1, 0.0], [-1.0, 0.3, 0.3], [0.3, 0.2, 0.0], [-0.2, 0.2, -0.6], [0.3, 0.0, 0.5], [-0.1, -0.3, 0.0], [-0.4, 0.0, 0.0], [-0.3, 0.1, -0.4], [0.5, -0.2, 0.3], [-0.1, -0.1, 0.2], [0.3, 0.0, -0.5], [0.1, 0.2, 0.4], [-0.1, -0.1, -0.3], [-0.3, 0.2, 0.4], [0.2, -0.3, 0.0]],
  "orbital_gap_ha": 0.3764,
  "e_tot_ev": -28469.06013
}

***

Record 2
{
  "formula": "C14H10ClNO4SSeZr",
  "method": "ωB97M-V/def2-TZVPD",
  "elements": ["Zr", "O", "C", "O", "C", "C", "C", "C", "C", "C", "S", "H", "H", "H", "H", "Cl", "C", "C", "O", "O", "H", "H", "Se", "C", "C", "C", "N", "C", "C", "H", "H", "H", "H"],
  "positions_angstrom": [[-0.1336, 0.6269, -0.1910], [-0.8699, -0.7041, -1.8162], [0.0157, -1.4922, -1.3625], [0.1179, -1.5691, -0.0916], [1.1383, -1.8794, -2.2466], [1.3679, -3.1304, -2.7885], [2.4648, -3.3274, -3.6130], [3.3242, -2.2711, -3.8772], [3.1021, -1.0197, -3.3219], [2.0035, -0.8028, -2.4967], [1.7999, 0.8191, -1.7852], [0.6871, -3.9429, -2.5699], [2.6487, -4.3016, -4.0446], [4.1838, -2.4219, -4.5169], [3.7860, -0.2048, -3.5179], [-3.2198, 0.4434, 0.3561], [-3.2835, 2.2265, 0.0961], [-1.8441, 2.4269, -0.3174], [-1.4884, 2.1656, -1.4808], [-0.9790, 2.4605, 0.6276], [-3.5303, 2.6961, 1.0413], [-3.9961, 2.4294, -0.6943], [1.7392, 0.7004, 1.6689], [0.2699, 0.8492, 2.8976], [0.0604, 2.0028, 3.6468], [-1.0971, 2.1089, 4.3977], [-2.0475, 1.1739, 4.4401], [-1.8356, 0.0673, 3.7402], [-0.6987, -0.1525, 2.9686], [0.7761, 2.8127, 3.6212], [-1.2822, 2.9987, 4.9896], [-2.6094, -0.6917, 3.7899], [-0.5702, -1.0966, 2.4506]],
  "forces_ev_per_angstrom": [[0.6, 0.1, -0.5], [-0.1, 0.1, 0.3], [-0.1, 0.3, 0.0], [0.0, 0.1, 0.0], [0.1, 0.1, -0.1], [-0.1, 0.0, 0.0], [0.0, 0.0, 0.0], [0.0, 0.0, 0.0], [0.0, -0.1, 0.0], [0.0, -0.1, 0.0], [-0.2, -0.1, 0.3], [0.0, 0.0, 0.0], [0.0, 0.0, 0.0], [0.0, 0.0, 0.0], [0.0, 0.0, 0.0], [-0.2, -0.1, 0.1], [0.0, 0.1, 0.0], [-0.1, -0.1, -0.1], [0.1, -0.2, 0.2], [0.1, -0.2, 0.1], [0.0, 0.0, 0.0], [0.0, 0.0, 0.0], [-0.3, 0.0, -0.1], [-0.1, -0.1, -0.2], [-0.1, 0.0, 0.1], [0.1, 0.0, 0.0], [-0.1, -0.1, 0.0], [0.0, 0.0, 0.0], [0.0, 0.0, -0.1], [0.0, 0.0, 0.0], [0.0, 0.0, 0.0], [0.0, 0.0, 0.0], [0.0, 0.0, 0.0]],
  "orbital_gap_ha": 0.2765,
  "e_tot_ev": -114348.36848
}

***

Record 3
{
  "formula": "C31H40ClF8GaN13O5S",
  "method": "ωB97M-V/def2-TZVPD",
  "elements": ["O", "C", "C", "Ga", "Cl", "C", "O", "N", "C", "O", "F", "S", "O", "O", "C", "F", "F", "C", "F", "F", "C", "F", "F", "F", "H", "H", "H", "H", "C", "C", "N", "H", "H", "H", "C", "C", "N", "H", "H", "H", "C", "C", "N", "H", "H", "H", "C", "C", "N", "H", "H", "H", "C", "C", "N", "H", "H", "H", "C", "C", "N", "H", "H", "H", "C", "C", "N", "H", "H", "H", "C", "C", "N", "H", "H", "H", "C", "C", "N", "H", "H", "H", "C", "C", "N", "H", "H", "H", "C", "C", "N", "H", "H", "H", "C", "C", "N", "H", "H", "H"],
  "positions_angstrom": [[-4.0155, 6.0307, -2.4414], [-3.1508, 6.8986, -2.8262], [-1.7655, 7.2231, -2.0906], [-0.3981, 5.6827, -2.2008], [1.6553, 6.7071, -2.4469], [-0.8095, 4.4527, -3.8057], [-1.4713, 4.9664, -4.7669], [-0.3997, 3.0319, -3.9698], [1.0488, 2.8862, -4.1682], [1.5024, 2.0613, -5.0080], [2.0229, 3.6230, -3.4370], [-0.3096, 4.6011, -0.1512], [1.1539, 4.3988, 0.1843], [-0.8662, 5.5647, 0.8880], [-1.3492, 3.0478, -0.0338], [-2.0080, 3.0936, 1.2559], [-2.4136, 3.1015, -0.9944], [-0.5349, 1.6712, -0.0814], [0.0798, 1.4546, -1.3692], [0.5292, 1.6011, 0.8695], [-1.4516, 0.3514, 0.1966], [-1.8996, 0.2470, 1.5322], [-2.4859, 0.1856, -0.7654], [-0.5653, -0.7653, -0.0025], [-3.3856, 7.5214, -3.7730], [-1.2925, 8.1710, -2.5295], [-1.9926, 7.4326, -0.9821], [-0.8017, 2.7177, -4.8821], [0.6540, -2.0670, -3.0995], [-0.3533, -1.0175, -3.2745], [-1.1446, -0.1933, -3.4118], [1.0226, -2.1034, -2.0719], [0.2495, -3.0550, -3.3338], [1.5173, -1.9091, -3.7476], [3.8234, -4.5981, -1.3948], [3.6911, -3.5042, -2.3606], [3.5858, -2.6398, -3.1140], [4.1175, -5.5310, -1.8809], [4.5775, -4.3765, -0.6352], [2.8836, -4.7879, -0.8727], [0.1193, -5.9470, 1.0984], [1.2026, -6.5994, 0.3576], [2.0559, -7.1119, -0.2243], [0.0582, -4.8807, 0.8665], [-0.8545, -6.3882, 0.8594], [0.2590, -6.0358, 2.1784], [3.7047, -1.3735, -6.2122], [4.7954, -2.0064, -6.9592], [5.6522, -2.5039, -7.5464], [3.6314, -0.3057, -6.4332], [2.7378, -1.8209, -6.4550], [3.8450, -1.4721, -5.1326], [-5.1290, 5.0816, 1.3686], [-4.4612, 6.2981, 0.9011], [-3.9359, 7.2527, 0.5346], [-4.8023, 4.2025, 0.8072], [-4.9208, 4.8871, 2.4236], [-6.2148, 5.1492, 1.2595], [-4.2571, -2.4760, 2.9666], [-3.1734, -3.1319, 2.2289], [-2.3223, -3.6468, 1.6498], [-4.3154, -1.4103, 2.7318], [-5.2287, -2.9147, 2.7275], [-4.1182, -2.5635, 4.0469], [2.8527, 1.7479, 3.6213], [3.0961, 0.3524, 3.9958], [3.2878, -0.7448, 4.2869], [3.2345, 2.4402, 4.3753], [3.3365, 2.0005, 2.6748], [1.7857, 1.9520, 3.5041], [-2.1305, -9.8366, -0.4766], [-2.2175, -8.6319, 0.3530], [-2.2859, -7.6848, 1.0043], [-2.1845, -10.7451, 0.1279], [-2.9435, -9.8820, -1.2050], [-1.1917, -9.8727, -1.0346], [-8.3588, 3.0735, -0.8887], [-8.4804, 4.2624, -0.0406], [-8.5761, 5.1979, 0.6262], [-8.3979, 2.1542, -0.2996], [-9.1638, 3.0218, -1.6256], [-7.4142, 3.0676, -1.4384], [5.9398, -2.5303, 2.9116], [6.4219, -3.6294, 2.0697], [6.8007, -4.4928, 1.4078], [5.9873, -1.5723, 2.3894], [4.9013, -2.6817, 3.2161], [6.5328, -2.4313, 3.8231], [9.8552, -0.9163, 4.2179], [8.5584, -0.2991, 3.9256], [7.5398, 0.1854, 3.6961], [9.8362, -1.4618, 5.1644], [10.1468, -1.6257, 3.4397], [10.6486, -0.1685, 4.2897], [-3.0315, 1.2721, 4.7185], [-4.4615, 1.0992, 4.9899], [-5.5850, 0.9628, 5.2021], [-2.4353, 1.1824, 5.6297], [-2.6624, 0.5223, 4.0146], [-2.8192, 2.2535, 4.2872]],
  "forces_ev_per_angstrom": [[3.7, 3.4, -1.5], [-1.5, -2.0, 1.5], [-1.5, 0.4, 0.0], [-0.1, 1.6, -1.5], [-1.0, -0.6, 0.2], [-1.7, 1.2, -3.0], [2.2, -2.2, 3.6], [2.6, 2.0, -1.0], [1.8, -3.1, -2.7], [-1.9, 3.5, 3.6], [-3.2, -1.3, -1.0], [3.1, 3.9, 3.9], [-3.0, -1.2, -1.1], [-0.1, -2.6, -2.5], [-2.3, -0.8, 1.4], [1.4, -0.5, -2.6], [2.8, -0.4, 2.0], [1.4, -1.5, -0.9], [-1.8, 0.9, 3.3], [-2.8, 0.5, -1.9], [0.7, -2.3, -0.9], [0.6, 0.4, -3.3], [2.4, 0.7, 3.2], [-2.2, 2.5, 0.6], [0.4, -0.9, 1.2], [-0.7, -1.5, 0.4], [0.3, -0.5, -1.6], [0.3, 0.0, 1.0], [0.0, -0.1, 0.0], [-0.1, 0.0, 0.0], [0.2, -0.4, -0.1], [-0.1, 0.2, -0.1], [-0.2, 0.2, 0.0], [-0.2, 0.2, 0.1], [0.1, -0.1, 0.2], [0.1, 0.1, 0.0], [0.3, -0.5, 0.4], [-0.1, 0.2, -0.1], [0.0, 0.2, -0.2], [0.1, 0.1, -0.2], [-0.1, 0.3, 0.0], [0.0, -0.1, 0.1], [-0.4, 0.2, 0.2], [0.1, -0.1, -0.1], [0.6, 0.2, 0.0], [0.1, -0.1, -0.2], [-0.2, 0.2, 0.2], [0.0, 0.0, 0.0], [-0.4, 0.2, 0.2], [0.1, -0.1, -0.1], [0.2, -0.1, -0.1], [0.2, -0.1, -0.2], [-0.2, -0.3, 0.1], [0.1, 0.0, 0.0], [-0.3, -0.2, 0.3], [0.2, 0.2, -0.1], [0.1, 0.2, -0.1], [0.2, 0.2, 0.0], [-0.2, 0.2, 0.1], [0.1, 0.0, -0.1], [-0.3, 0.2, 0.3], [0.1, -0.1, -0.1], [0.2, -0.1, -0.1], [0.1, -0.1, -0.2], [-0.1, 0.3, -0.1], [0.0, -0.1, 0.0], [-0.1, 0.4, -0.1], [0.0, -0.3, 0.0], [0.0, -0.2, 0.1], [0.1, -0.2, 0.0], [0.0, -0.3, -0.2], [-0.1, 0.0, 0.1], [-0.4, -0.8, -0.3], [0.0, 0.2, 0.1], [0.0, 0.2, 0.2], [0.0, 0.2, 0.2], [0.1, -0.3, -0.2], [-0.1, 0.2, 0.1], [0.0, -0.6, -0.4], [0.0, 0.2, 0.1], [0.0, 0.2, 0.2], [0.0, 0.2, 0.1], [-0.2, 0.1, 0.1], [0.0, 0.0, 0.0], [-0.2, 0.4, 0.2], [0.1, -0.2, 0.0], [0.1, -0.1, -0.1], [0.0, -0.1, -0.2], [0.3, -0.1, 0.1], [-0.1, 0.1, 0.0], [0.5, -0.2, 0.1], [-0.2, 0.1, -0.1], [-0.2, 0.1, 0.0], [-0.2, 0.1, -0.1], [0.3, 0.1, -0.1], [-0.1, 0.0, 0.0], [0.5, 0.0, -0.1], [-0.3, 0.0, 0.0], [-0.2, 0.0, 0.0], [-0.2, -0.1, 0.0]],
  "total_charge": -1,
  "orbital_gap_ha": 0.3041,
  "e_tot_ev": -159875.14650
}

***

Record 4
{
  "formula": "C13H24Br2NO2",
  "method": "ωB97M-V/def2-TZVPD",
  "elements": ["C", "C", "C", "O", "C", "C", "C", "C", "C", "C", "C", "N", "C", "Br", "C", "C", "Br", "H", "H", "H", "H", "H", "H", "H", "H", "H", "H", "H", "H", "H", "H", "H", "H", "H", "H", "H", "H", "H", "H", "O", "H", "H"],
  "positions_angstrom": [[0.0023, -0.6181, -2.2612], [0.3319, 0.2596, -1.4679], [0.3361, 1.1428, -0.1468], [-0.7495, 1.0386, 0.7444], [-1.9421, 1.7324, 0.2972], [-2.8967, 0.8924, -0.6458], [-3.8052, -0.1824, 0.1037], [-3.1333, -0.8741, 1.3663], [0.9313, 2.5685, -0.5389], [2.4922, 2.7128, -0.1135], [2.8188, 1.2388, 0.4871], [1.4706, 0.5977, 0.7208], [1.4086, -0.8607, 1.0845], [1.3415, -0.9541, 3.0935], [2.6717, -1.7270, 0.6306], [2.6838, -2.1024, -0.9224], [2.4951, -3.4957, 1.5728], [-0.4090, -1.3795, -2.9836], [-1.7617, 2.7320, -0.1964], [-2.5458, 1.9590, 1.2386], [-2.3862, 0.3775, -1.5084], [-3.6170, 1.6451, -1.1174], [-3.9996, -1.0166, -0.6527], [-4.8338, 0.1996, 0.3933], [-2.6678, -0.1426, 2.1054], [-2.2748, -1.5481, 1.0361], [-3.8641, -1.5112, 1.9429], [0.7936, 2.7632, -1.6512], [0.4014, 3.3323, 0.1035], [3.1649, 2.8287, -1.0225], [2.6705, 3.5341, 0.6520], [3.1843, 1.3860, 1.5569], [3.5305, 0.7404, -0.2251], [1.2151, 1.0430, 1.6296], [0.4564, -1.3792, 0.7465], [3.6675, -1.3195, 0.9931], [3.6581, -2.6725, -1.0856], [1.8602, -2.8438, -1.1893], [2.6674, -1.2068, -1.6070], [-2.1009, -2.9344, -0.8124], [-1.6155, -3.7305, -1.0642], [-1.6506, -2.2253, -1.2864]],
  "forces_ev_per_angstrom": [[-0.1, 0.8, 0.5], [-1.8, -1.2, 0.9], [2.0, -0.4, -2.1], [0.8, 0.8, -1.9], [-2.5, 0.3, -0.2], [-1.0, 0.1, 0.2], [0.1, -1.0, 0.1], [0.8, 0.0, 0.0], [-0.1, 1.2, 0.5], [-0.5, -1.8, -0.3], [0.6, 2.2, 0.4], [-0.2, 0.2, 1.2], [0.7, -2.3, 0.6], [-0.2, 0.8, -0.9], [-0.5, -0.4, -0.6], [0.8, -0.5, 0.4], [0.3, 0.7, -0.7], [1.0, 1.4, 1.0], [0.5, -1.1, 0.6], [1.0, -0.3, -1.1], [-0.2, 0.8, 1.0], [1.1, -0.9, 0.5], [0.1, 1.1, 1.0], [1.4, -0.1, -0.4], [-0.8, -0.7, -0.9], [-1.2, 0.8, 0.4], [0.7, 0.7, -0.8], [0.0, -0.1, 1.6], [0.2, -0.7, -1.1], [-1.0, 0.2, 1.3], [-0.3, -1.1, -1.1], [0.3, -0.6, -1.7], [-1.1, -0.1, 1.1], [-0.1, -0.3, -0.5], [1.1, 1.1, 0.2], [-1.5, -0.3, -0.5], [-1.2, 0.8, 0.1], [0.9, 1.3, 0.5], [0.0, -0.9, 0.8], [0.4, -0.1, -0.2], [-0.2, 0.0, 0.1], [-0.1, 0.0, 0.1]],
  "total_charge": 1,
  "orbital_gap_ha": 0.3615,
  "e_tot_ev": -159529.16181
}